Record 1
ORCA calculation (ωB97M-V with the def2-TZVPD basis set) on a cluster of 2 separate species, C2H5N3S2 in total at a distorted geometry.

Computed properties:
M: 135.217 g mol⁻¹
E: -1039.6716 hartree
Energy relative to the best compared isomer or geometry (same formula, charge and spin): 5.762 eV
Frontier orbital gap: 8.6 eV
HOMO energy: -8.856 eV
2S+1: 1
LUMO level: -0.259 eV

XYZ file:
```
12
Properties=species:S:1:pos:R:3:forces:R:3:mulliken_charge:R:1
C 0.55856 1.03768 -0.12144 -1.908 3.533 2.519 0.658
C -1.06891 1.29807 -0.20914 1.925 2.289 -0.946 -0.060
H 1.92841 -0.95017 1.24210 0.462 -0.150 0.539 0.125
H -0.13308 -1.11009 -0.04344 2.427 3.268 -2.363 0.397
H 0.97191 2.70313 0.73939 -0.504 0.856 -0.080 0.222
H -1.31308 2.30944 -0.59443 0.732 -0.072 0.650 0.338
H -3.29960 -1.31217 -0.40133 1.038 0.284 0.347 0.200
N 0.91279 -0.12710 -0.53782 -2.476 -8.170 -0.213 -0.573
N 1.39196 1.87720 0.37326 -0.567 -0.863 -0.315 -0.604
N -2.15864 0.69002 -0.06661 0.192 -1.842 -0.268 -0.401
S 2.32295 -1.02966 -0.02603 -0.337 1.084 -0.311 -0.083
S -2.08015 -1.01630 0.19224 -0.983 -0.217 0.441 -0.219
```
Forces are in eV/Å.


Record 2
ORCA calculation (ωB97M-V with the def2-TZVPD basis set) on an isolated molecule of C2H5N3S2 at a distorted geometry.

Computed properties:
M: 135.217 g mol⁻¹
E: -1039.7704 hartree
Energy relative to the best compared isomer or geometry (same formula, charge and spin): 3.073 eV
Frontier orbital gap: 8.8 eV
HOMO energy: -8.872 eV
2S+1: 1
LUMO level: -0.067 eV
SMILES: NN(C=S)/C=N\S

XYZ file:
```
12
Properties=species:S:1:pos:R:3:forces:R:3:mulliken_charge:R:1
C -0.97049 -0.77654 0.50011 0.400 -0.490 -0.345 -0.121
C 0.90141 0.80854 0.23634 0.138 0.766 0.187 0.076
H -1.89046 1.66684 -0.12935 -0.189 -0.040 0.212 0.255
H -1.77607 0.64953 -1.39616 0.111 -0.003 -0.022 0.260
H -0.42061 -1.21855 1.32958 0.154 0.021 -0.182 0.359
H 1.06695 1.88015 0.51394 -0.685 -0.941 -0.240 0.344
H 3.07236 -1.77862 0.17513 1.108 -0.158 0.429 0.151
N -1.23264 1.21208 -0.74749 0.218 0.657 -0.880 -0.775
N -0.42083 0.35608 -0.01152 -0.217 0.227 0.594 0.246
N 1.95266 0.12324 0.13319 0.426 0.774 0.612 -0.352
S -2.28124 -1.50390 -0.14241 -0.175 0.067 0.447 -0.346
S 1.99895 -1.41885 -0.46138 -1.289 -0.879 -0.812 -0.098
```
Forces are in eV/Å.


Record 3
ORCA calculation (ωB97M-V with the def2-TZVPD basis set) on an isolated molecule of C2H5N3S3 at a distorted geometry.

Computed properties:
M: 167.284 g mol⁻¹
E: -1438.0036 hartree
Energy relative to the best compared isomer or geometry (same formula, charge and spin): 1.088 eV
Frontier orbital gap: 9.1 eV
HOMO energy: -8.913 eV
2S+1: 1
LUMO level: 0.169 eV
SMILES: S=C(NS)N/C=N\S

XYZ file:
```
13
Properties=species:S:1:pos:R:3:forces:R:3:mulliken_charge:R:1
C -1.02170 0.69398 0.05661 -0.468 -2.370 -0.444 0.299
C 1.06576 -0.60456 0.46318 -0.448 0.516 0.991 0.004
H -3.68523 0.09119 -1.03812 -0.154 0.353 -0.482 0.132
H -1.17755 -1.28952 -0.66740 -0.686 1.324 0.913 0.325
H 0.81172 1.43161 0.07197 0.277 -0.220 -0.078 0.267
H 0.47624 -1.33069 1.02467 0.021 -0.088 -0.387 0.441
H 4.43034 -0.07203 -0.09209 0.306 -0.310 0.207 0.164
N -1.68840 -0.55346 -0.11352 1.695 0.020 -0.684 -0.363
N 0.35237 0.52711 0.04524 -0.214 0.539 -0.074 -0.256
N 2.32316 -0.73291 0.47200 0.434 -0.011 -0.544 -0.396
S -3.35518 -0.75738 -0.07581 -0.111 -0.225 0.530 -0.124
S -1.77826 2.12430 0.16635 -0.011 0.276 0.106 -0.332
S 3.24673 0.47237 -0.31308 -0.641 0.196 -0.053 -0.160
```
Forces are in eV/Å.